Arrangement w

The following is a DFT calculation (the ωB97M-V functional and the def2-TZVPD basis) of an isolated ion of composition C3H7NO2 and charge +1.

The HOMO energy (alpha / beta) comes out at -15.203 / -15.087 eV. The total charge is +1. As for the spin multiplicity: 2. The gap between HOMO and LUMO (alpha / beta) is 0.4122 / 0.1957 Eh.

Last column: Mulliken charge in e.
Atoms and positions in Å:
C -0.34 0.28 -0.80  -0.38
C 0.30 -0.68 0.17  -0.37
C 0.53 0.19 1.46  0.35
O 1.78 0.86 1.24  -0.45
O -0.04 0.12 2.49  -0.40
N -1.50 -0.34 -1.42  -0.17
H 0.44 0.50 -1.70  0.35
H -0.46 1.14 -0.25  0.36
H 1.30 -1.07 -0.30  0.25
H -0.39 -1.39 0.53  0.40
H 2.48 0.51 1.75  0.33
H -1.75 -0.12 -2.35  0.34
H -2.36 -0.02 -0.83  0.39



Arrangement x

The following is a DFT calculation (the ωB97M-V functional and the def2-TZVPD basis) of a 2-piece molecular cluster, C3H7NO2 overall.

The HOMO energy (alpha / beta) comes out at -14.751 / -14.751 eV. The total charge is +1. As for the spin multiplicity: 2. The gap between HOMO and LUMO (alpha / beta) is 0.3782 / 0.2559 Eh.

Last column: Mulliken charge in e.
Atoms and positions in Å:
C -0.97 0.88 1.13  0.34
C -1.29 1.72 0.09  -0.72
N -1.78 0.70 2.18  -0.34
H -0.01 0.42 1.29  0.41
H -0.73 1.58 -0.82  0.31
H -2.08 2.45 0.09  0.34
H -2.77 0.67 1.95  0.33
H 1.26 -2.16 -0.19  0.31
H -1.60 -0.18 2.65  0.33
O 1.62 -2.15 -1.10  -0.37
C 1.32 -0.94 -1.57  0.22
O 1.17 0.05 -0.89  -0.49
H 1.35 -0.90 -2.66  0.34



Relative to the most stable one, in kJ/mol, the structures come out at arrangement w 210.7; arrangement x 0.0.



Arrangement w

The following is a DFT calculation (the ωB97M-V functional and the def2-TZVPD basis) of an isolated ion of composition C9H15N2O2 and charge +1.

The HOMO energy (alpha / beta) comes out at -13.563 / -13.563 eV. The total charge is +1. The gap between HOMO and LUMO (alpha / beta) is 0.3036 / 0.3036 Eh.

Last column: Mulliken charge in e.
Atoms and positions in Å:
C -0.49 1.04 0.79  0.01
C 1.20 -0.75 1.64  -0.73
C 0.94 0.68 0.95  -0.30
C 1.39 -1.20 0.26  -0.31
C 1.71 0.08 -0.29  1.65
C 1.24 0.28 -1.73  -1.81
C 3.22 0.27 -0.05  -1.38
C -3.50 0.17 -0.81  -0.94
C -2.89 0.22 0.59  -0.45
N -1.40 -0.09 0.53  0.39
N -0.95 -1.06 -0.09  0.11
O -1.04 2.06 1.03  -0.49
O -1.47 -2.00 -0.63  -0.51
H 2.21 -0.72 2.05  0.32
H 0.49 -1.41 2.28  0.35
H 1.33 1.47 1.50  0.68
H 1.59 -2.16 -0.18  0.52
H 0.25 -0.11 -2.09  0.28
H 1.99 -0.03 -2.42  0.53
H 1.12 1.33 -2.01  0.42
H 3.38 0.48 1.02  0.34
H 3.64 0.95 -0.84  0.40
H 3.70 -0.72 -0.26  0.38
H -4.07 -0.86 -0.90  0.28
H -4.33 0.86 -0.86  0.37
H -2.76 0.38 -1.70  0.24
H -3.07 1.32 0.98  0.30
H -3.41 -0.48 1.24  0.34



Arrangement x

The following is a DFT calculation (the ωB97M-V functional and the def2-TZVPD basis) of a 2-piece molecular cluster, C9H15N2O2 overall.

The HOMO energy comes out at -13.661 eV. The total charge is +1. The gap between HOMO and LUMO is 0.3559 Eh.

Last column: Mulliken charge in e.
Atoms and positions in Å:
C 3.95 -0.58 0.06  -0.29
C 3.08 -1.23 -0.72  -1.03
C 3.03 0.53 0.83  0.48
C 1.71 -0.73 -0.28  0.72
C -1.65 2.21 -1.73  -1.44
C -1.29 -0.42 1.67  -0.84
C -2.08 -2.21 0.17  -1.03
C -1.26 1.33 -0.54  0.03
C -1.77 -0.03 -0.62  0.05
N 1.78 0.28 0.63  -0.32
N -1.78 -0.82 0.41  0.17
O 3.59 1.52 1.50  -0.45
O 0.68 -1.23 -0.66  -0.49
H 5.08 -0.67 0.05  0.35
H 3.32 -1.95 -1.35  0.56
H -2.71 1.96 -1.76  0.36
H -1.59 3.27 -1.53  0.38
H -1.13 2.09 -2.67  0.33
H -1.62 0.59 2.03  0.33
H -1.55 -1.09 2.54  0.31
H -0.28 -0.31 1.54  0.41
H -1.24 -2.59 -0.51  0.32
H -2.10 -2.82 1.04  0.36
H -3.08 -2.21 -0.14  0.44
H -1.66 1.81 0.24  0.36
H -0.13 1.30 -0.49  0.12
H -2.38 -0.28 -1.51  0.43
H 3.09 2.26 1.81  0.37



Relative to the most stable one, in kJ/mol, the structures come out at arrangement w 376.3; arrangement x 0.0.



Arrangement w

The following is a DFT calculation (the ωB97M-V functional and the def2-TZVPD basis) of a 2-piece molecular cluster, H4N2O2 overall.

The HOMO energy comes out at -8.815 eV. Its SMILES is N=O.NO. The total charge is 0. The gap between HOMO and LUMO is 0.3176 Eh.

Last column: Mulliken charge in e.
Atoms and positions in Å:
N 3.30 -0.36 -0.19  0.01
O 2.64 0.51 0.30  -0.23
H 3.13 -0.96 -0.94  0.22
N -2.03 -0.44 0.13  -0.44
O -1.11 0.45 -0.47  -0.37
H -1.78 -0.50 1.13  0.25
H -2.96 -0.01 0.06  0.25
H -1.19 1.30 -0.02  0.31



Arrangement x

The following is a DFT calculation (the ωB97M-V functional and the def2-TZVPD basis) of a 2-piece molecular cluster, H4N2O2 overall.

The HOMO energy (alpha / beta) comes out at -8.664 / -8.344 eV. The total charge is 0. The gap between HOMO and LUMO (alpha / beta) is 0.3528 / 0.3369 Eh.

Last column: Mulliken charge in e.
Atoms and positions in Å:
N -1.20 1.17 -0.80  -0.12
N 1.45 -0.96 0.86  -0.20
O -1.01 0.59 0.31  -0.34
O 1.05 -0.10 0.01  -0.31
H -2.13 0.97 -1.15  0.24
H -0.90 2.14 -0.86  0.23
H 1.03 -1.99 1.01  0.27
H 1.73 -0.58 1.74  0.24



Relative to the most stable one, in kJ/mol, the structures come out at arrangement w 0.0; arrangement x 11.3.



Arrangement w

The following is a DFT calculation (the ωB97M-V functional and the def2-TZVPD basis) of one molecule with the formula C4H7ClN2.

The HOMO energy comes out at -8.905 eV. Its SMILES is C=NN1C[C@H]1CCl. The total charge is 0. The gap between HOMO and LUMO is 0.3315 Eh.

Last column: Mulliken charge in e.
Atoms and positions in Å:
C 0.20 -1.13 -2.57  -0.40
N -0.51 -1.09 -1.34  -0.42
N 0.28 -0.90 -0.25  -0.19
C -0.70 -0.75 0.83  -0.23
C -0.03 0.58 0.39  -0.34
C 0.86 1.49 1.39  -0.38
Cl -0.75 2.44 2.16  -0.23
H 1.29 -1.10 -2.55  0.33
H -0.58 -1.47 -3.31  0.28
H -1.70 -1.10 0.68  0.34
H -0.16 -1.22 1.72  0.21
H -0.95 1.09 -0.09  0.38
H 1.40 2.11 0.64  0.30
H 1.34 1.06 2.30  0.35



Arrangement x

The following is a DFT calculation (the ωB97M-V functional and the def2-TZVPD basis) of one molecule with the formula C4H7ClN2.

The HOMO energy (alpha / beta) comes out at -7.791 / -7.791 eV. The total charge is 0. The gap between HOMO and LUMO (alpha / beta) is 0.3086 / 0.3086 Eh.

Last column: Mulliken charge in e.
Atoms and positions in Å:
C -0.22 -1.11 0.27  -0.78
C -0.66 0.16 1.11  -0.39
C 1.05 -0.89 -0.58  -0.45
C -0.37 1.44 0.24  -0.27
N 0.89 0.10 -1.53  -0.75
N 0.13 1.09 -0.98  0.44
Cl -0.08 2.36 -2.12  -0.07
H -0.04 -2.04 0.84  0.38
H -0.98 -1.57 -0.45  0.31
H -1.76 0.10 1.30  0.28
H -0.17 0.37 2.11  0.27
H 1.70 -0.60 0.32  0.25
H 1.30 -1.88 -0.94  0.39
H -0.77 2.45 0.40  0.38



Arrangement y

The following is a DFT calculation (the ωB97M-V functional and the def2-TZVPD basis) of one molecule with the formula C4H7ClN2.

The HOMO energy (alpha / beta) comes out at -8.191 / -8.116 eV. The total charge is 0. The gap between HOMO and LUMO (alpha / beta) is 0.2995 / 0.2953 Eh.

Last column: Mulliken charge in e.
Atoms and positions in Å:
C -0.28 0.10 1.00  -0.51
C 1.12 0.16 0.73  -0.35
C -1.33 -0.68 0.13  -0.42
C 1.54 1.02 -0.45  -0.37
N -1.25 -0.68 -1.38  -0.33
N -0.50 0.20 -1.86  0.12
Cl -0.38 0.39 -3.47  -0.06
H -0.58 -0.27 2.04  0.30
H -0.64 1.20 1.11  0.29
H 1.72 0.67 1.55  0.33
H 1.56 -0.93 0.55  0.23
H -1.28 -1.79 0.44  0.29
H -2.31 -0.18 0.33  0.30
H 2.61 0.80 -0.71  0.18



Arrangement z

The following is a DFT calculation (the ωB97M-V functional and the def2-TZVPD basis) of a 2-piece molecular cluster, C4H7ClN2 overall.

The HOMO energy comes out at -9.435 eV. Its SMILES is N=C=NCl.C=CC. The total charge is 0. The gap between HOMO and LUMO is 0.3632 Eh.

Last column: Mulliken charge in e.
Atoms and positions in Å:
N -2.13 -1.85 1.19  -0.44
C -2.65 -0.96 0.56  0.48
N -3.05 0.15 0.31  -0.29
Cl -4.46 0.87 -0.22  -0.02
H -1.36 -2.51 1.23  0.29
C 1.29 0.30 -1.55  -0.85
C 0.39 0.24 -0.58  0.33
C 0.80 0.03 0.87  -1.42
H 0.88 0.54 -2.55  0.22
H 2.31 0.05 -1.55  0.33
H -0.67 0.21 -0.90  0.19
H 1.69 0.44 0.95  0.58
H 1.13 -1.00 0.88  0.29
H 0.08 0.27 1.62  0.31



Relative to the most stable one, in kJ/mol, the structures come out at arrangement w 137.0; arrangement x 36.8; arrangement y 306.4; arrangement z 0.0.



Arrangement w

The following is a DFT calculation (the ωB97M-V functional and the def2-TZVPD basis) of one molecule with the formula C4H7ClN2.

The HOMO energy comes out at -8.420 eV. Its SMILES is [H]/N=C(\C)N/C=C/Cl. The total charge is 0. The gap between HOMO and LUMO is 0.3271 Eh.

Last column: Mulliken charge in e.
Atoms and positions in Å:
H -0.82 -0.75 1.88  0.18
N 0.16 -0.73 1.24  -0.65
C -0.57 -0.41 0.12  0.53
C -2.22 -0.48 0.32  -1.15
N 0.06 0.19 -0.88  -0.18
C 1.38 0.68 -0.94  -0.42
C 2.34 0.10 -0.11  -0.01
Cl 3.86 0.93 -0.36  -0.22
H -2.66 -0.94 -0.57  0.34
H -2.51 -0.98 1.20  0.41
H -2.42 0.67 0.65  0.28
H -0.52 0.43 -1.79  0.28
H 1.45 1.91 -1.45  0.20
H 2.48 -0.60 0.69  0.39



Arrangement x

The following is a DFT calculation (the ωB97M-V functional and the def2-TZVPD basis) of a 2-piece molecular cluster, C4H7ClN2 overall.

The HOMO energy comes out at -9.030 eV. Its SMILES is ClC1=NN1.C=CC. The total charge is 0. The gap between HOMO and LUMO is 0.3543 Eh.

Last column: Mulliken charge in e.
Atoms and positions in Å:
Cl 2.28 1.12 1.91  -0.11
C 1.90 0.14 0.66  0.54
N 1.71 0.21 -0.58  -0.35
N 1.46 -1.10 0.21  -0.32
H 2.28 -1.73 0.25  0.24
C -0.91 0.04 1.02  -0.96
C -1.19 -0.45 -0.14  0.16
C -1.19 0.56 -1.33  -0.97
H -0.73 -0.58 1.90  0.32
H -0.90 1.13 1.14  0.29
H -1.45 -1.52 -0.35  0.30
H -0.78 1.49 -0.91  0.27
H -2.18 0.48 -1.85  0.33
H -0.30 0.21 -1.95  0.25



Relative to the most stable one, in kJ/mol, the structures come out at arrangement w 0.0; arrangement x 88.1.